Density functional theory data (ωB97M-V/def2-TZVPD) for one molecule with the formula C11H19NO4 at a distorted geometry.

Charge: 0
Orbital gap (Eh): 0.356
2S+1: 1
E_tot (Ha): -786.20391
SMILES: COCCCC[C@@H]1OC(=O)O[C@H]1N=C(C)C
Energy above the lowest of the compared OMol25 structures with the same formula, charge and spin (kcal/mol): 76.0

Each line ends with the natural charge from an NBO analysis.
CARTESIAN COORDINATES (ANGSTROEM)
C (-1.801, -0.628, -2.964)  -0.247
O (-0.785, -0.552, -1.983)  -0.566
C (-0.049, -1.752, -1.824)  -0.061
C (-0.676, -2.708, -0.816)  -0.432
C (-0.415, -2.436, 0.688)  -0.400
C (0.243, -1.095, 1.031)  -0.424
C (-0.763, 0.049, 1.169)  0.072
O (-2.094, -0.208, 0.687)  -0.514
C (-2.663, 1.033, 0.729)  0.981
O (-3.769, 1.278, 1.074)  -0.558
O (-1.745, 1.940, 0.314)  -0.498
C (-0.428, 1.394, 0.517)  0.199
N (0.396, 2.152, 1.394)  -0.490
C (1.654, 2.186, 1.176)  0.394
C (2.261, 2.449, -0.186)  -0.705
C (2.600, 1.999, 2.323)  -0.675
H (-2.620, 0.016, -2.646)  0.197
H (-2.203, -1.641, -3.055)  0.169
H (-1.409, -0.295, -3.929)  0.173
H (0.989, -1.506, -1.596)  0.180
H (-0.029, -2.271, -2.791)  0.172
H (-0.269, -3.696, -1.056)  0.206
H (-1.746, -2.785, -1.012)  0.217
H (0.155, -3.255, 1.126)  0.209
H (-1.379, -2.439, 1.198)  0.224
H (0.699, -1.199, 2.017)  0.220
H (1.065, -0.830, 0.363)  0.202
H (-0.888, 0.218, 2.244)  0.188
H (-0.025, 1.172, -0.477)  0.180
H (1.585, 2.162, -0.988)  0.228
H (2.443, 3.522, -0.249)  0.244
H (3.190, 1.895, -0.331)  0.220
H (3.565, 2.467, 2.126)  0.212
H (2.737, 0.931, 2.499)  0.236
H (2.173, 2.434, 3.227)  0.245



Density functional theory data (ωB97M-V/def2-TZVPD) for a 2-piece molecular cluster, Cl2HN3 overall at a distorted geometry.

Charge: 0
Orbital gap (spin up / spin down) (Eh): 0.344 / 0.305
2S+1: 3
E_tot (Ha): -1085.05256
Energy above the lowest of the compared OMol25 structures with the same formula, charge and spin (kcal/mol): 0.0

Each line ends with the natural charge from an NBO analysis.
CARTESIAN COORDINATES (ANGSTROEM)
N (0.407, 0.632, 1.225)  0.043
N (-0.282, 0.651, -2.232)  -0.547
N (0.253, -0.500, 1.361)  -0.133
Cl (-0.901, 1.100, -0.854)  0.254
Cl (0.861, -1.552, 2.592)  0.076
H (-0.337, -0.331, -2.091)  0.307



Density functional theory data (ωB97M-V/def2-TZVPD) for a 2-piece molecular cluster, C4H7NO2 overall.

Charge: 0
Orbital gap (Eh): 0.347
2S+1: 1
E_tot (Ha): -361.79128
SMILES: C=NC=O.C=CO
Energy above the lowest of the compared OMol25 structures with the same formula, charge and spin (kcal/mol): 56.2

Each line ends with the natural charge from an NBO analysis.
CARTESIAN COORDINATES (ANGSTROEM)
C (0.317, -0.979, -1.317)  0.024
N (1.061, -1.383, -0.376)  -0.461
C (2.031, -0.611, 0.224)  0.537
O (1.805, 0.246, 1.058)  -0.586
H (0.425, -0.006, -1.803)  0.173
H (-0.482, -1.630, -1.673)  0.187
H (3.063, -0.902, -0.035)  0.131
C (-1.158, 1.393, -0.054)  -0.584
C (-1.600, 0.408, 0.734)  0.173
O (-0.906, -0.241, 1.684)  -0.689
H (-1.815, 1.837, -0.793)  0.211
H (-0.154, 1.797, 0.051)  0.207
H (-2.614, 0.021, 0.655)  0.175
H (0.028, 0.049, 1.646)  0.502



Density functional theory data (ωB97M-V/def2-TZVPD) for a 3-piece molecular cluster, C36H76F2N2O5PS overall at a distorted geometry.

Charge: +1
Orbital gap (Eh): 0.312
2S+1: 1
E_tot (Ha): -2841.93111
Energy above the lowest of the compared OMol25 structures with the same formula, charge and spin (kcal/mol): 0.0

Each line ends with the Mulliken charge.
CARTESIAN COORDINATES (ANGSTROEM)
C (4.368, -5.693, 0.707)  -0.426
O (5.768, -5.662, 0.899)  -0.433
C (6.301, -4.359, 1.024)  -0.541
C (6.664, -3.756, -0.329)  -0.187
C (7.523, -2.488, -0.182)  -1.094
C (6.744, -1.280, 0.340)  -0.031
C (5.832, -0.661, -0.717)  -0.625
C (5.115, 0.620, -0.274)  -1.023
C (4.269, 0.438, 0.983)  -1.226
C (3.134, -0.569, 0.755)  0.399
C (2.117, -0.601, 1.898)  -1.744
C (1.009, 0.451, 1.885)  -0.948
C (-0.021, 0.392, 0.710)  3.275
C (0.145, 1.726, -0.068)  -1.503
C (1.456, 1.954, -0.788)  -1.695
F (-0.928, 1.928, -0.928)  -0.426
C (-1.447, 0.514, 1.313)  -3.094
N (-2.487, -0.433, 0.743)  0.595
P (-3.344, 0.188, -0.730)  0.472
O (-2.669, -0.064, -1.999)  -0.564
C (-2.018, -1.873, 0.631)  0.880
S (-2.196, -2.572, 2.337)  -0.110
C (-2.956, -2.724, -0.214)  -1.999
C (-2.609, -4.233, -0.195)  -0.990
C (-2.089, -4.717, -1.578)  -0.894
C (-0.972, -5.783, -1.459)  -0.864
C (0.399, -5.241, -1.838)  0.040
O (1.231, -6.226, -2.447)  -0.425
C (1.685, -7.172, -1.582)  0.829
C (2.088, -8.455, -2.255)  -1.204
O (1.777, -6.982, -0.385)  -0.555
C (-0.527, -1.993, 0.093)  -1.323
O (0.219, -2.849, 0.907)  -0.429
N (0.194, -0.764, -0.131)  1.143
F (0.020, -0.436, -1.489)  -0.361
H (4.123, -6.469, -0.014)  0.175
H (3.993, -4.745, 0.311)  0.075
H (3.851, -5.887, 1.650)  0.336
H (5.580, -3.709, 1.533)  0.274
H (7.179, -4.421, 1.669)  0.358
H (7.191, -4.524, -0.891)  0.382
H (5.743, -3.474, -0.843)  0.065
H (8.034, -2.276, -1.121)  0.387
H (8.314, -2.729, 0.535)  0.372
H (6.150, -1.617, 1.189)  -0.004
H (7.462, -0.534, 0.688)  0.320
H (5.106, -1.417, -1.027)  0.088
H (6.438, -0.461, -1.603)  0.501
H (4.465, 0.897, -1.109)  0.258
H (5.870, 1.398, -0.156)  0.450
H (4.893, 0.008, 1.768)  0.461
H (3.898, 1.389, 1.371)  0.684
H (2.685, -0.454, -0.230)  0.269
H (3.611, -1.552, 0.743)  0.047
H (2.692, -0.414, 2.810)  0.800
H (1.731, -1.611, 2.007)  0.346
H (1.480, 1.432, 1.923)  0.648
H (0.484, 0.358, 2.837)  0.497
H (0.064, 2.487, 0.714)  0.977
H (2.244, 2.181, -0.078)  0.281
H (1.719, 1.152, -1.468)  0.316
H (1.326, 2.849, -1.398)  0.521
H (-1.834, 1.518, 1.157)  0.500
H (-1.478, 0.361, 2.388)  0.326
H (-3.220, -0.474, 1.464)  0.458
H (-4.589, -0.456, -0.643)  0.156
H (-3.583, 1.524, -0.380)  0.100
H (-1.574, -1.641, 3.076)  0.222
H (-2.964, -2.393, -1.252)  0.740
H (-3.964, -2.598, 0.191)  0.509
H (-1.838, -4.474, 0.529)  0.751
H (-3.517, -4.793, 0.001)  0.368
H (-1.662, -3.882, -2.137)  0.519
H (-2.902, -5.112, -2.182)  0.538
H (-1.182, -6.607, -2.141)  0.439
H (-0.980, -6.196, -0.451)  0.413
H (0.298, -4.443, -2.572)  0.450
H (0.951, -4.820, -0.993)  -0.093
H (3.173, -8.457, -2.348)  0.306
H (1.653, -8.503, -3.248)  0.339
H (1.796, -9.287, -1.627)  0.335
H (-0.606, -2.462, -0.886)  0.697
H (0.439, -3.650, 0.428)  0.076
C (-0.428, 5.335, -0.751)  -0.979
C (-0.189, 5.827, -2.176)  -0.481
C (1.098, 6.634, -2.331)  -0.744
C (1.154, 7.922, -1.508)  -0.725
C (0.021, 8.909, -1.780)  -0.368
C (-0.006, 9.423, -3.216)  -1.214
H (-0.548, 6.162, -0.050)  0.420
H (-1.334, 4.727, -0.706)  0.274
H (0.410, 4.719, -0.413)  0.161
H (-1.049, 6.415, -2.506)  0.437
H (-0.138, 4.962, -2.843)  0.305
H (1.241, 6.869, -3.388)  0.366
H (1.948, 6.005, -2.048)  0.319
H (2.110, 8.416, -1.705)  0.405
H (1.161, 7.675, -0.442)  0.291
H (0.137, 9.760, -1.104)  0.393
H (-0.944, 8.456, -1.534)  0.228
H (0.938, 9.907, -3.474)  0.297
H (-0.803, 10.156, -3.349)  0.383
H (-0.180, 8.618, -3.931)  0.286
C (-9.280, 1.962, 2.417)  -1.225
C (-8.217, 2.465, 1.445)  -0.612
C (-7.097, 1.457, 1.197)  -0.432
C (-6.283, 1.084, 2.438)  -0.177
C (-5.615, 2.256, 3.154)  -0.643
C (-4.605, 2.987, 2.278)  -0.769
H (-8.868, 1.777, 3.410)  0.288
H (-10.077, 2.697, 2.527)  0.392
H (-9.729, 1.034, 2.057)  0.298
H (-7.803, 3.409, 1.810)  0.242
H (-8.692, 2.692, 0.488)  0.405
H (-6.429, 1.855, 0.423)  0.162
H (-7.529, 0.543, 0.778)  0.455
H (-5.505, 0.362, 2.139)  -0.183
H (-6.920, 0.551, 3.146)  0.412
H (-5.106, 1.872, 4.042)  0.386
H (-6.364, 2.962, 3.518)  0.320
H (-3.837, 2.283, 1.931)  -0.101
H (-4.103, 3.782, 2.830)  0.466
H (-5.077, 3.439, 1.405)  0.311



Density functional theory data (ωB97M-V/def2-TZVPD) for a 2-piece molecular cluster, C12H18Si overall at a distorted geometry.

Charge: 0
Orbital gap (Eh): 0.338
2S+1: 1
E_tot (Ha): -757.42899
SMILES: C=C1Cc2ccccc21.C[SiH](C)C
Energy above the lowest of the compared OMol25 structures with the same formula, charge and spin (kcal/mol): 76.8

Each line ends with the natural charge from an NBO analysis.
CARTESIAN COORDINATES (ANGSTROEM)
C (0.373, -2.147, 0.731)  -0.403
C (-0.374, -1.478, 1.596)  0.032
C (-0.695, -1.700, 3.070)  -0.450
C (-1.778, -0.703, 2.886)  0.034
C (-2.896, -0.160, 3.460)  -0.239
C (-3.463, 0.863, 2.743)  -0.190
C (-2.872, 1.361, 1.551)  -0.233
C (-1.863, 0.729, 0.915)  -0.141
C (-1.388, -0.402, 1.564)  -0.086
H (0.509, -1.796, -0.222)  0.192
H (1.119, -2.916, 1.064)  0.202
H (0.135, -1.428, 3.735)  0.221
H (-1.082, -2.642, 3.370)  0.214
H (-3.124, -0.581, 4.442)  0.222
H (-4.300, 1.601, 3.073)  0.220
H (-3.403, 2.139, 1.063)  0.208
H (-1.430, 1.008, 0.026)  0.198
C (1.001, 1.776, -1.283)  -1.063
Si (2.238, 0.827, -2.469)  1.339
C (2.990, -0.812, -1.896)  -1.093
C (1.515, 0.526, -4.233)  -1.108
H (1.435, 1.933, -0.262)  0.240
H (0.872, 2.773, -1.795)  0.233
H (0.009, 1.465, -1.138)  0.213
H (3.104, 1.998, -2.739)  -0.195
H (2.247, -1.569, -1.656)  0.240
H (3.429, -1.261, -2.694)  0.232
H (3.718, -0.826, -1.028)  0.244
H (2.225, -0.049, -4.913)  0.243
H (0.629, -0.045, -4.426)  0.237
H (1.120, 1.518, -4.535)  0.238



Density functional theory data (ωB97M-V/def2-TZVPD) for C26H32BrN6O7P2RuSi as an isolated structure at a distorted geometry.

Charge: 0
Orbital gap (spin up / spin down) (Eh): 0.171 / 0.169
2S+1: 2
E_tot (Ha): -5506.30766
Energy above the lowest of the compared OMol25 structures with the same formula, charge and spin (kcal/mol): 33.6

Each line ends with the Löwdin spin population.
CARTESIAN COORDINATES (ANGSTROEM)
Ru (0.245, 0.563, 0.016)  0.052
Br (-8.211, -4.208, 1.326)  0.030
C (-6.966, -3.473, 2.559)  0.116
C (-6.624, -4.194, 3.699)  -0.015
C (-5.735, -3.663, 4.600)  0.096
C (-5.158, -2.393, 4.377)  0.003
C (-5.510, -1.690, 3.197)  0.098
C (-6.406, -2.227, 2.306)  -0.013
N (-4.266, -1.949, 5.276)  0.390
N (-3.741, -0.792, 5.255)  0.183
C (-2.886, -0.219, 4.442)  0.048
C (-2.684, 1.179, 4.533)  -0.011
C (-2.048, 1.876, 3.544)  0.014
C (-1.541, 1.232, 2.388)  -0.008
O (-1.032, 1.876, 1.415)  0.043
C (-1.617, -0.202, 2.334)  0.004
N (-1.097, -0.804, 1.242)  -0.001
C (-1.095, -2.118, 1.170)  0.001
C (-1.584, -2.926, 2.197)  -0.003
C (-2.142, -2.334, 3.312)  0.005
C (-2.213, -0.944, 3.383)  0.006
H (-7.056, -5.169, 3.864)  -0.003
H (-5.453, -4.205, 5.490)  0.004
H (-5.068, -0.724, 3.001)  0.006
H (-6.672, -1.688, 1.408)  -0.003
H (-3.115, 1.692, 5.379)  0.001
H (-1.955, 2.951, 3.596)  0.001
H (-0.692, -2.550, 0.267)  0.000
H (-1.528, -3.999, 2.113)  0.000
H (-2.505, -2.931, 4.136)  0.002
N (4.568, 0.202, 1.006)  0.000
C (3.730, 1.317, 0.474)  0.000
C (4.507, 2.610, 0.524)  0.000
P (2.412, 1.295, 1.819)  -0.001
O (1.542, 2.616, 1.561)  -0.009
O (3.227, 1.344, 3.061)  0.000
O (1.542, 0.078, 1.632)  -0.002
P (3.089, 0.985, -1.324)  0.000
O (3.620, -1.599, -1.022)  0.004
O (1.714, 1.598, -1.284)  0.001
O (2.592, -0.606, -0.908)  0.008
H (4.420, 0.288, 2.045)  0.000
H (5.555, 0.270, 0.748)  0.000
H (4.178, -0.693, 0.673)  0.000
H (4.730, 2.898, 1.552)  0.000
H (3.911, 3.397, 0.066)  0.000
H (5.436, 2.524, -0.041)  0.000
H (1.738, 3.304, 2.199)  -0.001
H (3.312, -2.138, -1.767)  0.000
C (-1.162, 3.453, -1.177)  0.000
C (-1.435, 2.208, -1.956)  0.001
C (-2.129, 2.271, -3.154)  0.001
C (-2.273, 1.119, -3.925)  0.000
C (-1.706, -0.054, -3.505)  0.000
C (-1.015, -0.079, -2.272)  -0.003
N (-0.955, 1.047, -1.512)  -0.001
N (-0.356, -1.095, -1.740)  -0.035
Si (0.309, -2.435, -2.586)  -0.006
C (-0.956, -3.537, -3.508)  -0.002
C (1.591, -1.785, -3.867)  0.000
C (1.172, -3.591, -1.334)  0.000
H (-2.033, 4.105, -1.189)  0.000
H (-0.327, 3.977, -1.643)  0.000
H (-0.890, 3.213, -0.152)  0.000
H (-2.530, 3.216, -3.485)  0.000
H (-2.809, 1.162, -4.862)  0.000
H (-1.766, -0.956, -4.086)  0.000
H (-1.282, -3.104, -4.448)  0.000
H (-1.841, -3.715, -2.905)  0.000
H (-0.515, -4.502, -3.735)  0.000
H (1.105, -1.533, -4.804)  0.000
H (2.366, -2.511, -4.099)  0.000
H (2.064, -0.874, -3.504)  0.000
H (0.479, -4.332, -0.950)  0.000
H (1.576, -3.053, -0.484)  0.000
H (1.980, -4.141, -1.808)  0.000